#A
Formula: C4H6N2O2
Source: OMol25
Level of theory: ωB97M-V/def2-TZVPD

Geometry as ORCA input:
```
! wB97M-V def2-TZVPD RIJCOSX def2/J DEFGRID3
* xyz 0 1
C -1.210 -0.205 -0.061
C 1.873 -0.386 0.239
C 0.725 0.760 0.559
C -0.112 0.843 -0.566
H -2.710 0.942 0.292
H -0.952 -2.224 -0.728
H 2.464 0.138 -0.673
H 2.410 -0.866 1.121
H 0.451 0.734 1.600
H 0.153 0.486 -1.510
N -2.393 -0.079 0.222
N -0.504 -1.379 0.175
O 0.952 -1.412 -0.336
O 0.398 2.028 -0.152
*
```

As for the HOMO-LUMO gap: 9.63 eV. The calculation puts the HOMO energy at -9.11 eV. The LUMO energy comes out at 0.019 Eh.

---

#B
Formula: C4H6N2O2
Source: OMol25
Level of theory: ωB97M-V/def2-TZVPD

Geometry as ORCA input:
```
! wB97M-V def2-TZVPD RIJCOSX def2/J DEFGRID3
* xyz 0 1
C -0.868 -1.085 -0.833
C -0.560 -0.808 0.528
C 0.786 0.526 1.776
C 0.530 1.371 0.366
H 0.628 -0.719 -3.243
H -1.754 -1.525 -1.088
H 1.600 0.552 2.506
H -0.171 0.327 2.633
H 1.503 1.905 0.010
H -0.441 1.844 -0.106
N -0.006 -0.718 -1.677
N 0.654 -0.058 0.495
O -0.709 -0.553 -3.023
O -1.192 -1.059 1.658
*
```

As for the HOMO-LUMO gap: 8.76 eV. The calculation puts the HOMO energy at -9.60 eV. The LUMO energy comes out at -0.031 Eh.

---

#C
Formula: C4H6N2O2
Source: OMol25
Level of theory: ωB97M-V/def2-TZVPD

Geometry as ORCA input:
```
! wB97M-V def2-TZVPD RIJCOSX def2/J DEFGRID3
* xyz 0 1
C 0.751 -0.988 0.591
C -0.180 -0.020 1.327
C -0.740 1.054 0.728
C -0.417 1.365 -0.686
H 1.923 -0.950 0.934
H 0.508 -2.171 0.860
H -0.282 -0.101 2.174
H -1.297 1.771 1.124
H 0.100 2.550 -0.713
H -1.053 1.203 -1.455
N -0.212 -1.346 -1.644
N 0.651 -0.652 -0.921
O -0.535 -2.433 -1.183
O 0.783 0.719 -1.138
*
```

As for the HOMO-LUMO gap: 10.16 eV. The calculation puts the HOMO energy at -9.37 eV. The LUMO energy comes out at 0.029 Eh. The SMILES is O=NN1CC=CCO1.

---

Going by the energies, #C is most stable and the next is 0.136 eV up.

---

#A
Formula: C4H6N2O2
Source: OMol25
Level of theory: ωB97M-V/def2-TZVPD

Geometry as ORCA input:
```
! wB97M-V def2-TZVPD RIJCOSX def2/J DEFGRID3
* xyz 0 1
C 2.049 -0.604 0.063
C 0.746 -0.020 0.343
C -0.461 -1.054 0.225
C -1.669 -0.200 -0.065
H 2.200 -1.649 0.801
H 0.970 0.188 1.384
H -0.228 -2.098 -0.384
H -0.716 -1.496 1.359
H -1.579 1.704 -0.524
H 0.645 2.113 0.478
N -1.159 1.050 0.212
N 0.219 1.330 0.043
O 2.937 0.017 -0.592
O -2.774 -0.536 -0.445
*
```

As for the HOMO-LUMO gap: 9.42 eV. The calculation puts the HOMO energy at -9.01 eV. The LUMO energy comes out at 0.015 Eh. The SMILES is O=C[C@@H]1CC(=O)NN1.

---

#B
Formula: C4H6N2O2
Source: OMol25
Level of theory: ωB97M-V/def2-TZVPD

Geometry as ORCA input:
```
! wB97M-V def2-TZVPD RIJCOSX def2/J DEFGRID3
* xyz 0 1
C -0.393 2.028 0.140
C -1.025 -0.433 0.058
C -0.398 -1.626 0.139
C 1.165 -0.101 0.020
H -1.482 2.253 0.142
H 0.052 2.691 -0.631
H 0.230 2.341 0.908
H -2.731 -0.715 -0.318
H -0.760 -2.598 -0.045
H 2.618 1.313 -0.241
N -0.071 0.615 -0.073
N 2.421 0.277 -0.110
O -2.219 0.015 -0.123
O 0.911 -1.358 0.039
*
```

As for the HOMO-LUMO gap: 8.04 eV. The calculation puts the HOMO energy at -7.64 eV. The LUMO energy comes out at 0.014 Eh. The SMILES is [H]/N=c1/occ(O)n1C.

---

#C
Formula: C4H6N2O2
Source: OMol25
Level of theory: ωB97M-V/def2-TZVPD

Geometry as ORCA input:
```
! wB97M-V def2-TZVPD RIJCOSX def2/J DEFGRID3
* xyz 0 1
C -0.925 0.093 0.625
C -0.090 0.731 -0.424
C -0.489 2.006 -0.789
C 0.579 -1.153 -1.299
H 0.824 -1.765 2.359
H 1.456 -0.442 1.296
H -1.859 0.564 0.963
H -0.114 2.452 -1.625
H -1.387 2.418 -0.253
H 1.423 -1.802 -1.478
N 0.762 -1.141 1.557
N -0.605 -0.771 1.530
O 0.956 0.180 -0.938
O -0.531 -1.372 -1.525
*
```

As for the HOMO-LUMO gap: 9.22 eV. The calculation puts the HOMO energy at -8.52 eV. The LUMO energy comes out at 0.026 Eh. The SMILES is C=C(/C=N\N)OC=O.

---

#D
Formula: C4H6N2O2
Source: OMol25
Level of theory: ωB97M-V/def2-TZVPD

Geometry as ORCA input:
```
! wB97M-V def2-TZVPD RIJCOSX def2/J DEFGRID3
* xyz 0 1
C -1.712 0.534 0.373
C -0.128 -0.616 -1.258
C 1.289 -0.084 -0.653
C 0.429 1.116 -0.113
H -0.324 -1.542 2.266
H -2.877 0.788 0.317
H -0.509 -0.749 -2.306
H -0.459 -1.463 -0.574
H 1.001 2.006 -0.453
H 0.213 1.040 1.119
N -1.374 -0.158 1.411
N -0.793 0.676 -0.842
O 0.028 -0.628 1.545
O 2.328 -0.547 -0.852
*
```

As for the HOMO-LUMO gap: 9.57 eV. The calculation puts the HOMO energy at -9.27 eV. The LUMO energy comes out at 0.011 Eh.

---

Going by the energies, #B is most stable and the next is 0.871 eV up.

---

#A
Formula: C4H6N2O2
Source: OMol25
Level of theory: ωB97M-V/def2-TZVPD

Geometry as ORCA input:
```
! wB97M-V def2-TZVPD RIJCOSX def2/J DEFGRID3
* xyz 0 1
C 0.792 0.697 -0.643
C 0.423 -0.385 0.337
C -0.479 -0.221 1.618
C -1.153 -1.290 1.103
H 0.429 0.849 -2.781
H -0.554 -0.445 -1.927
H 1.185 2.603 -1.225
H 1.350 -0.686 0.505
H -0.881 0.696 1.546
H -0.014 -0.771 2.519
N 0.520 0.266 -1.927
N 1.040 1.983 -0.367
O -2.168 -1.897 1.376
O -0.489 -1.399 -0.133
*
```

As for the HOMO-LUMO gap: 9.95 eV. The calculation puts the HOMO energy at -9.41 eV. The LUMO energy comes out at 0.020 Eh.

---

#B
Formula: C4H6N2O2
Source: OMol25
Level of theory: ωB97M-V/def2-TZVPD

Geometry as ORCA input:
```
! wB97M-V def2-TZVPD RIJCOSX def2/J DEFGRID3
* xyz 0 1
C 0.321 -1.134 -0.261
C 0.333 0.168 -0.772
C -0.500 0.850 0.269
C -0.674 0.211 1.420
H 1.087 -3.039 0.139
H 1.661 -2.360 -1.322
H 0.821 0.316 -1.825
H -1.763 0.315 2.158
H 0.118 0.483 2.231
H -0.650 3.231 -1.342
N 1.222 -2.167 -0.421
N -1.280 1.956 -0.016
O -0.162 -1.123 0.962
O -0.535 2.292 -1.220
*
```

As for the HOMO-LUMO gap: 8.24 eV. The calculation puts the HOMO energy at -7.53 eV. The LUMO energy comes out at 0.026 Eh. The SMILES is NC1=C/C(=N\O)CO1.

---

Going by the energies, #A is most stable and the next is 2.001 eV up.

---

#A
Formula: C5H11N
Source: OMol25
Level of theory: ωB97M-V/def2-TZVPD

Geometry as ORCA input:
```
! wB97M-V def2-TZVPD RIJCOSX def2/J DEFGRID3
* xyz 0 1
C -0.160 0.106 2.106
C -0.561 -0.700 0.849
C 0.363 -0.500 -0.331
C 1.392 -1.320 -0.645
C -1.014 1.387 -1.238
N 0.231 0.735 -0.960
H -0.108 -0.463 3.033
H 0.816 0.546 1.907
H -0.874 0.923 2.256
H -1.571 -0.768 0.438
H -0.420 -1.725 1.214
H 1.613 -1.575 -1.673
H 1.835 -1.938 0.128
H -1.524 0.918 -2.090
H -0.864 2.436 -1.464
H -1.761 1.293 -0.452
H 1.128 1.088 -1.233
*
```

As for the HOMO-LUMO gap: 8.73 eV. The calculation puts the HOMO energy at -7.67 eV. The LUMO energy comes out at 0.039 Eh. The SMILES is C=C(CC)NC.

---

#B
Formula: C5H11N
Source: OMol25
Level of theory: ωB97M-V/def2-TZVPD

Geometry as ORCA input:
```
! wB97M-V def2-TZVPD RIJCOSX def2/J DEFGRID3
* xyz 0 1
C -1.164 -0.555 0.339
C -0.037 -0.413 -0.549
C 1.399 -0.940 -0.212
C 1.585 0.452 0.501
C 0.544 1.017 -0.366
H -2.115 1.167 -0.344
H -3.053 0.170 0.553
H -1.545 -1.579 0.431
H -0.833 -0.243 1.324
H -0.319 -0.733 -1.589
H 1.480 -1.934 0.376
H 2.041 -1.009 -1.130
H 2.581 0.942 0.620
H 1.001 0.387 1.473
H -0.195 1.718 0.109
H 0.946 1.406 -1.365
N -2.315 0.148 -0.171
*
```

As for the HOMO-LUMO gap: 10.45 eV. The calculation puts the HOMO energy at -9.31 eV. The LUMO energy comes out at 0.042 Eh. The SMILES is NCC1CCC1.

---

Going by the energies, #B is most stable and the next is 0.169 eV up.

---

#A
Formula: C13H15N3O
Source: OMol25
Level of theory: ωB97M-V/def2-TZVPD

Geometry as ORCA input:
```
! wB97M-V def2-TZVPD RIJCOSX def2/J DEFGRID3
* xyz 0 1
N -1.478 0.976 -0.480
C -1.977 0.574 -1.691
N -2.711 1.550 -2.278
C -2.660 2.626 -1.425
C -3.347 3.891 -1.737
O -4.026 4.136 -2.718
C -1.877 2.249 -0.285
H -1.820 -0.409 -2.144
H -3.167 4.645 -0.922
H -1.649 2.877 0.581
C -1.845 -1.920 1.457
N -0.493 -1.720 0.927
C 0.336 -2.936 0.836
C -0.010 -0.519 0.759
C 1.365 -0.280 0.367
C 1.941 -0.895 -0.763
C 3.299 -0.706 -1.011
C 4.066 0.093 -0.155
C 3.494 0.720 0.960
C 2.133 0.563 1.211
H -2.031 -2.989 1.421
H -1.896 -1.573 2.497
H -2.573 -1.377 0.849
H -0.266 -3.736 1.263
H 0.561 -3.163 -0.212
H 1.267 -2.829 1.409
H -0.548 0.326 1.197
H 1.301 -1.512 -1.403
H 3.746 -1.224 -1.861
H 5.138 0.183 -0.335
H 4.095 1.329 1.638
H 1.632 1.051 2.049
*
```

As for the HOMO-LUMO gap: 6.33 eV. The calculation puts the HOMO energy at -7.23 eV. The LUMO energy comes out at -0.033 Eh.

---

#B
Formula: C13H15N3O
Source: OMol25
Level of theory: ωB97M-V/def2-TZVPD

Geometry as ORCA input:
```
! wB97M-V def2-TZVPD RIJCOSX def2/J DEFGRID3
* xyz 0 1
N -1.700 1.587 -0.069
N -1.281 0.693 -1.030
N -0.564 4.027 4.315
O 0.362 0.885 0.369
C -0.702 1.705 0.788
C -0.055 0.209 -0.695
C 0.427 3.191 4.066
C -1.673 4.126 3.533
C 0.532 2.485 2.857
C -1.588 3.443 2.315
C -0.612 2.557 2.007
C 0.146 -3.505 -2.052
C 1.461 -3.166 -1.404
C -0.749 -2.375 -2.572
C 1.264 -1.910 -0.506
C 0.180 -1.182 -2.811
C 0.771 -0.745 -1.485
H 1.102 3.347 4.944
H -2.460 4.828 3.829
H 1.344 1.800 2.633
H -2.469 3.549 1.702
H -0.471 -3.947 -1.389
H 0.267 -4.179 -2.870
H 2.327 -2.967 -2.018
H 1.852 -3.951 -0.796
H -1.235 -2.625 -3.525
H -1.549 -2.195 -1.793
H 2.145 -1.558 -0.071
H 0.481 -2.011 0.253
H -0.102 -0.304 -3.365
H 0.928 -1.643 -3.405
H 1.622 -0.171 -1.754
*
```

As for the HOMO-LUMO gap: 9.22 eV. The calculation puts the HOMO energy at -9.14 eV. The LUMO energy comes out at 0.003 Eh. The SMILES is c1cc(-c2nnc(C3CCCCC3)o2)ccn1.

---

Going by the energies, #B is most stable and the next is 0.746 eV up.